16
Properties=species:S:1:pos:R:3:mulliken_charge:R:1 method="wB97M-V/def2-TZVPD" lumo_energy_ev="-3.92 / -3.41" gap_ev="3.221 / 3.385" e_above_lowest_ev=0.000 charge=-1 spin_multiplicity=6 total_energy_ha=-3433.4574 homo_energy_ha="-0.26226 / -0.24979"
Mn 1.024 -0.116 -1.376 1.33
Cl -2.741 0.321 -3.762 1.69
O -3.524 1.174 -4.636 -0.65
O -2.229 -0.672 -4.551 -0.66
O -1.681 1.015 -3.199 -0.63
O -3.513 -0.294 -2.831 -0.58
Cl -1.806 0.796 2.024 1.49
O -0.720 0.412 1.194 -0.54
O -3.091 0.399 1.462 -0.56
O -1.493 -0.009 3.326 -0.57
O -1.811 2.203 2.367 -0.57
Cl 4.342 -1.036 2.046 1.56
O 3.343 -1.056 0.964 -0.61
O 3.768 -1.923 2.953 -0.54
O 5.474 -1.599 1.492 -0.57
O 4.659 0.384 2.526 -0.60

***

7
Properties=species:S:1:pos:R:3:mulliken_charge:R:1 method="wB97M-V/def2-TZVPD" lumo_energy_ev=-1.45 gap_ev=8.508 e_above_lowest_ev=2.124 total_energy_ha=-2270.6033 homo_energy_ha=-0.36599
O 1.124 -1.524 -0.117 -0.34
O -0.767 0.148 0.405 -0.37
P -0.977 1.545 -0.686 0.48
S 0.065 -1.327 0.803 0.75
Cl -1.369 0.652 -2.297 -0.10
Cl 0.883 2.167 -0.869 -0.15
Cl 1.041 -1.662 2.761 -0.27

***

8
Properties=species:S:1:pos:R:3:mulliken_charge:R:1 method="wB97M-V/def2-TZVPD" lumo_energy_ev=-1.11 gap_ev=8.148 e_above_lowest_ev=1.567 total_energy_ha=-2421.0763 homo_energy_ha=-0.34026
Si 3.147 -1.111 -1.753 0.30
Si -3.291 -0.515 0.242 0.68
Cl -1.348 -0.099 -0.148 -0.20
Cl 3.070 -1.854 0.274 -0.24
Cl -4.372 0.342 -1.195 -0.18
Cl -3.542 -2.443 0.336 -0.16
H 4.432 -0.441 -1.521 -0.05
H -3.526 -0.018 1.522 -0.14

***

5
Properties=species:S:1:pos:R:3:mulliken_charge:R:1 method="wB97M-V/def2-TZVPD" lumo_energy_ev=5.13 gap_ev=7.934 e_above_lowest_ev=3.126 charge=-2 total_energy_ha=-2041.0676 homo_energy_ha=-0.10298
Mg 0.195 -0.027 0.134 1.30
Cl 2.310 1.698 -1.126 -0.81
Cl 0.909 -2.248 2.299 -0.84
Cl -1.373 -1.074 -2.508 -0.85
Cl -2.040 1.651 1.201 -0.80

***

9
Properties=species:S:1:pos:R:3:mulliken_charge:R:1 method="wB97M-V/def2-TZVPD" lumo_energy_ev=-1.18 gap_ev=9.520 e_above_lowest_ev=0.000 smiles=ClO[Si](OCl)(OCl)OCl total_energy_ha=-2431.1328 homo_energy_ha=-0.39326
Cl 1.205 -1.008 2.507 0.04
O 1.242 -0.465 1.008 -0.19
Si 0.035 -0.028 0.008 0.73
O -1.273 0.343 0.934 -0.20
Cl -1.092 1.111 2.417 0.01
O 0.801 1.183 -0.861 -0.22
Cl 1.062 1.232 -2.473 0.03
O -0.652 -1.208 -0.977 -0.28
Cl -1.329 -1.160 -2.564 0.07

***

5
Properties=species:S:1:pos:R:3:mulliken_charge:R:1 method="wB97M-V/def2-TZVPD" lumo_energy_ev="6.20 / 6.15" gap_ev="6.427 / 6.890" e_above_lowest_ev=0.182 charge=-2 spin_multiplicity=3 total_energy_ha=-1960.1865 homo_energy_ha="-0.00851 / -0.02711"
Pt 0.068 -0.210 -0.139 0.91
Cl -1.221 -1.149 -1.933 -0.73
Cl 2.104 -1.197 0.837 -0.74
Cl -1.859 0.460 1.044 -0.70
Cl 0.908 2.095 0.190 -0.74

***

6
Properties=species:S:1:pos:R:3:mulliken_charge:R:1 method="wB97M-V/def2-TZVPD" lumo_energy_ev="5.96 / 4.32" gap_ev="8.226 / 6.441" e_above_lowest_ev=0.473 charge=-2 spin_multiplicity=6 total_energy_ha=-3564.8583 homo_energy_ha="-0.08320 / -0.07805"
Fe 0.061 -0.186 -0.047 0.72
Cl -0.582 1.145 2.013 -0.50
Cl 2.306 -0.578 -1.091 -0.53
Cl -0.204 -2.348 1.476 -0.58
Cl 0.453 2.478 -1.148 -0.66
Cl -2.034 -0.512 -1.203 -0.45

***

3
Properties=species:S:1:pos:R:3:mulliken_charge:R:1 method="wB97M-V/def2-TZVPD" lumo_energy_ev="-16.76 / -21.39" gap_ev="11.477 / 4.415" e_above_lowest_ev=1.063 charge=+3 spin_multiplicity=3 total_energy_ha=-3739.5184 homo_energy_ha="-1.03755 / -0.94822"
Cu -2.549 0.692 0.529 1.36
Cu 2.772 -0.587 -0.013 1.29
Cl -0.222 -0.105 -0.516 0.35

***

14
Properties=species:S:1:pos:R:3:mulliken_charge:R:1 method="wB97M-V/def2-TZVPD" lumo_energy_ev=-6.72 gap_ev=2.101 e_above_lowest_ev=1.595 charge=+1 total_energy_ha=-6516.9331 homo_energy_ha=-0.32434
Cu 0.470 -0.199 2.920 0.73
Cu -3.840 -2.391 -2.799 0.75
Cu 1.026 -1.886 -0.880 0.64
Pb -1.301 3.442 -2.763 0.66
P 2.395 -0.071 0.716 1.23
O 2.460 -0.323 -0.682 -0.65
O 3.659 0.084 1.538 -0.36
O 1.783 -1.398 1.454 -0.75
O 1.765 1.238 1.127 -0.47
Cl -1.749 0.306 -0.137 1.37
O -0.821 -0.540 0.655 -0.54
O -2.461 1.108 0.733 -0.59
O -0.893 1.234 -0.993 -0.52
O -2.493 -0.604 -0.889 -0.50

***

2
Properties=species:S:1:pos:R:3:mulliken_charge:R:1 method="wB97M-V/def2-TZVPD" lumo_energy_ev=-1.56 gap_ev=10.557 e_above_lowest_ev=0.080 smiles=FCl total_energy_ha=-559.9705 homo_energy_ha=-0.44517
F 0.000 0.000 -0.851 -0.18
Cl 0.000 0.000 0.851 0.18

***

7
Properties=species:S:1:pos:R:3:mulliken_charge:R:1 method="wB97M-V/def2-TZVPD" lumo_energy_ev="-2.81 / -2.80" gap_ev="7.352 / 7.355" e_above_lowest_ev=2.593 total_energy_ha=-1032.5943 homo_energy_ha="-0.37330 / -0.37336"
N -1.137 -0.333 1.104 -0.47
O -0.305 -0.354 -1.432 -0.35
F -0.202 1.741 -0.136 -0.21
P -0.177 0.154 0.028 0.79
Cl 2.862 -0.391 0.172 -0.46
H -1.328 0.276 1.868 0.29
H 0.287 -1.092 -1.604 0.41

***

4
Properties=species:S:1:pos:R:3:mulliken_charge:R:1 method="wB97M-V/def2-TZVPD" lumo_energy_ev=-2.87 gap_ev=5.819 e_above_lowest_ev=2.891 total_energy_ha=-1356.3006 homo_energy_ha=-0.31945
F -2.782 -0.379 0.159 -0.22
S 2.279 -0.853 -0.037 0.05
S 1.806 0.976 0.044 -0.02
Cl -1.304 0.256 -0.166 0.19

***

2
Properties=species:S:1:pos:R:3:mulliken_charge:R:1 method="wB97M-V/def2-TZVPD" lumo_energy_ev="-5.75 / -14.27" gap_ev="5.214 / 7.481" charge=+1 spin_multiplicity=9 total_energy_ha=-1723.1005 homo_energy_ha="-0.40277 / -0.79934"
Fe -0.219 0.408 0.827 0.41
Cl 0.219 -0.408 -0.827 0.59

***

20
Properties=species:S:1:pos:R:3:mulliken_charge:R:1 method="wB97M-V/def2-TZVPD" lumo_energy_ev=-2.24 gap_ev=8.182 e_above_lowest_ev=1.974 total_energy_ha=-926.3813 homo_energy_ha=-0.38286
Li -2.853 -1.033 0.378 0.86
Cl -0.513 -0.306 -0.253 -0.89
O -1.563 1.144 2.529 -0.54
H -2.340 0.985 1.992 0.19
H -0.827 0.959 1.946 0.47
O 1.998 -2.053 1.416 -0.65
H 2.067 -2.290 2.340 0.30
H 1.060 -1.931 1.268 0.29
O -2.406 1.880 -1.605 -0.53
H -3.249 2.138 -1.233 0.30
H -2.134 1.124 -1.085 0.22
O 1.824 1.017 1.571 -0.57
H 2.579 0.648 1.113 0.32
H 1.079 0.504 1.256 0.16
O 1.802 -2.434 -1.427 -0.62
H 1.117 -1.769 -1.497 0.24
H 2.058 -2.418 -0.505 0.42
O -0.103 1.604 -2.807 -0.56
H -0.098 1.082 -2.005 0.27
H 0.501 1.148 -3.394 0.30

***

22
Properties=species:S:1:pos:R:3:mulliken_charge:R:1 method="wB97M-V/def2-TZVPD" lumo_energy_ev=3.24 gap_ev=10.246 e_above_lowest_ev=0.707 charge=-1 total_energy_ha=-995.3860 homo_energy_ha=-0.25758
Cl -0.060 0.040 0.072 -0.89
O -2.228 1.819 -1.225 -0.62
H -1.598 1.332 -0.660 0.36
H -2.943 1.312 -1.544 0.28
O -1.670 -1.554 -1.987 -0.59
H -1.140 -0.965 -1.455 0.27
H -1.974 -1.046 -2.766 0.29
O 1.704 2.764 -0.821 -0.57
H 2.581 2.530 -1.185 0.32
H 1.564 1.923 -0.389 0.25
O 1.395 -1.163 2.486 -0.59
H 1.878 -1.878 2.025 0.31
H 0.885 -0.836 1.735 0.19
O -0.510 1.115 2.969 -0.64
H -0.234 1.019 2.001 0.27
H 0.192 0.717 3.496 0.33
O 1.955 -0.031 -2.402 -0.61
H 1.334 0.082 -1.690 0.34
H 2.811 0.105 -2.025 0.29
O -1.379 -2.798 1.105 -0.64
H -1.453 -2.209 1.895 0.32
H -1.110 -2.279 0.365 0.34

***

28
Properties=species:S:1:pos:R:3:mulliken_charge:R:1 method="wB97M-V/def2-TZVPD" lumo_energy_ev="-0.14 / -6.82" gap_ev="11.211 / 4.349" e_above_lowest_ev=0.163 spin_multiplicity=2 total_energy_ha=-1148.0261 homo_energy_ha="-0.41730 / -0.41034"
Cl 0.027 -0.356 -0.097 -0.45
O 1.109 2.681 0.904 -0.59
H 0.720 1.817 1.038 0.32
H 1.453 2.926 1.763 0.32
O -3.102 -1.833 -0.164 -0.59
H -2.215 -1.661 -0.481 0.26
H -3.673 -1.503 -0.859 0.32
O 3.075 -1.234 1.026 -0.52
H 3.401 -2.126 0.900 0.33
H 2.201 -1.241 0.637 0.22
O -0.478 -2.058 2.684 -0.56
H -0.263 -1.540 1.908 0.28
H -0.368 -2.967 2.404 0.32
O -2.092 2.533 -0.834 -0.63
H -1.496 1.917 -0.406 0.31
H -1.994 3.345 -0.337 0.31
O 2.136 -2.554 -2.031 -0.57
H 1.484 -2.160 -1.451 0.31
H 1.853 -3.463 -2.128 0.31
O 2.953 1.150 -0.795 -0.49
H 2.135 0.663 -0.697 0.29
H 2.796 1.977 -0.340 0.40
O -0.188 1.551 -2.833 -0.57
H -1.075 1.888 -2.712 0.39
H 0.023 1.127 -2.001 0.26
O -2.785 0.715 1.823 -0.61
H -2.075 0.100 1.638 0.28
H -3.562 0.307 1.441 0.32

***

38
Properties=species:S:1:pos:R:3:mulliken_charge:R:1 method="wB97M-V/def2-TZVPD" lumo_energy_ev=2.90 gap_ev=10.047 e_above_lowest_ev=1.225 charge=-1 total_energy_ha=-1601.8032 homo_energy_ha=-0.26254
Cl -0.353 -0.776 0.533 1.67
O -1.095 -1.297 1.673 -0.87
O 0.863 -1.592 0.351 -0.85
O -1.210 -0.733 -0.684 -0.51
O 0.091 0.644 0.884 -0.63
O -2.541 -2.794 -1.891 -0.58
H -2.434 -2.269 -1.130 0.30
H -3.466 -3.104 -1.846 0.28
O 1.692 -0.167 -2.317 -0.66
H 2.575 0.103 -2.016 0.27
H 1.624 -1.116 -2.166 0.33
O 2.311 1.177 2.843 -0.69
H 2.424 1.799 3.569 0.32
H 1.411 0.935 2.996 0.33
O 3.031 -0.061 0.548 -0.60
H 2.807 0.466 1.284 0.39
H 2.422 -0.767 0.638 0.36
O 2.076 -2.842 -1.517 -0.72
H 2.983 -2.623 -1.542 0.30
H 1.745 -2.527 -0.610 0.50
O -0.772 2.440 -1.332 -0.66
H 0.047 1.934 -1.254 0.27
H -0.585 3.314 -1.658 0.27
O 0.675 3.283 1.331 -0.65
H 0.208 3.538 0.515 0.35
H 0.855 2.352 1.230 0.43
O -0.397 1.137 3.330 -0.72
H -0.338 0.737 2.471 0.35
H -0.539 2.037 3.155 0.34
O -3.119 0.027 3.060 -0.59
H -3.339 -0.100 3.973 0.28
H -2.348 -0.510 2.846 0.40
O -0.424 -1.419 -3.457 -0.61
H -0.061 -0.533 -3.635 0.38
H -0.126 -1.445 -2.569 0.23
O -2.421 0.561 -2.662 -0.71
H -2.504 -0.338 -2.977 0.36
H -1.769 0.532 -1.968 0.35

***

6
Properties=species:S:1:pos:R:3:mulliken_charge:R:1 method="wB97M-V/def2-TZVPD" lumo_energy_ev="-0.71 / -0.72" gap_ev="6.780 / 6.929" e_above_lowest_ev=5.294 total_energy_ha=-912.0859 homo_energy_ha="-0.27538 / -0.28119"
N 0.126 0.879 -0.349 -0.46
N 0.009 0.822 0.870 0.04
P -0.069 3.530 -1.690 0.12
Cl 0.673 4.670 -0.274 -0.16
H 0.309 1.502 1.448 0.19
H -0.705 0.139 1.091 0.26

***

7
Properties=species:S:1:pos:R:3:mulliken_charge:R:1 method="wB97M-V/def2-TZVPD" lumo_energy_ev=3.81 gap_ev=7.050 e_above_lowest_ev=8.055 charge=-1 total_energy_ha=-1007.8808 homo_energy_ha=-0.11895
O -0.801 -1.155 2.147 -0.30
N 0.100 -1.265 1.390 0.24
O -0.189 -0.741 0.119 -0.30
P 0.308 0.939 0.023 -0.01
H 1.469 0.985 -0.795 0.03
H -0.685 1.599 -0.744 0.04
Cl -0.202 -0.362 -2.139 -0.71

***

8
Properties=species:S:1:pos:R:3:mulliken_charge:R:1 method="wB97M-V/def2-TZVPD" lumo_energy_ev="-0.76 / -3.89" gap_ev="9.999 / 5.654" e_above_lowest_ev=1.624 total_energy_ha=-1139.8869 homo_energy_ha="-0.39527 / -0.35078"
N 1.556 -0.362 0.445 -0.28
O -2.408 -0.903 1.041 -0.38
O -1.767 -0.807 -1.373 -0.38
O 1.719 0.638 -0.328 -0.20
S -1.428 -0.601 0.029 0.79
Cl -1.058 1.664 0.294 -0.22
H 1.603 -1.086 -0.282 0.30
H 1.782 1.458 0.173 0.38